DFT (ωB97M-V/def2-TZVPD) results for a molecular structure, C27H51AuN2O2P3 in a non-equilibrium geometry.

Last column: Mulliken charge in e.
Cartesian coordinates (Å):
Au1 -0.12114 0.19362 -0.32994  1.427
P1 0.38770 -2.05143 -1.26531  0.623
P2 1.76084 1.52708 -0.91129  0.743
P3 -1.72928 1.13135 -1.94378  0.471
H1 -0.87198 1.12462 2.05615  0.317
C1 -1.57179 0.79650 1.29064  -1.015
C2 -1.75779 -0.59504 1.02702  -0.721
H2 -1.33611 -1.34035 1.70556  0.510
C3 1.32333 -3.35864 -0.41115  -1.304
C4 1.35535 -1.85345 -2.78531  -1.225
C5 -1.13673 -2.90056 -1.78168  -1.262
C6 1.63518 3.13232 -0.06752  -0.950
C7 3.38146 0.92425 -0.36645  -1.069
C8 2.03292 1.95998 -2.65948  -1.327
C9 -3.42495 0.54716 -1.69760  -1.364
C10 -1.31054 0.68873 -3.64997  -1.138
C11 -1.77489 2.94198 -1.82656  -1.517
H3 -2.33287 1.51308 0.95943  0.421
H4 -2.64154 -0.93105 0.46668  0.291
H5 0.74071 -3.79890 0.41367  0.204
H6 2.26644 -2.95932 -0.01131  0.357
H7 1.55749 -4.14673 -1.14804  0.635
H8 2.34751 -1.43695 -2.53897  0.316
H9 0.84270 -1.18207 -3.49231  0.279
H10 1.48884 -2.84283 -3.25460  0.532
H11 -1.76586 -3.08613 -0.89701  0.328
H12 -0.88209 -3.86532 -2.25072  0.486
H13 -1.69942 -2.28548 -2.50149  0.270
H14 2.47538 3.77454 -0.37079  0.472
H15 1.67996 2.97849 1.02097  0.244
H16 0.69337 3.63873 -0.31821  0.057
H17 4.14486 1.63479 -0.71346  0.505
H18 3.58526 -0.06183 -0.80220  0.313
H19 3.41922 0.85523 0.72922  0.290
H20 2.96254 2.54943 -2.73272  0.527
H21 1.20470 2.56121 -3.06526  0.326
H22 2.15223 1.04934 -3.26618  0.328
H23 -4.07148 1.03643 -2.43869  0.484
H24 -3.77401 0.79006 -0.68568  0.381
H25 -3.47092 -0.54266 -1.83856  0.328
H26 -1.99841 1.19780 -4.34116  0.536
H27 -1.41444 -0.39947 -3.78610  0.310
H28 -0.27780 0.98602 -3.88293  0.216
H29 -2.59264 3.34299 -2.44436  0.628
H30 -0.82344 3.37937 -2.16592  0.514
H31 -1.94451 3.23895 -0.77987  0.400
C12 -1.16958 7.20055 -0.83206  0.802
C13 -1.22728 8.44303 -0.16109  -0.572
C14 -2.34488 8.71710 0.62930  -0.457
C15 -3.40351 7.79529 0.70269  -0.417
C16 -3.37445 6.62151 -0.06201  -0.242
C17 -2.28117 6.35291 -0.87805  -0.190
O1 0.00178 6.69218 -1.35382  -0.342
H32 0.69985 7.36417 -1.26642  0.347
H33 -0.39000 9.13867 -0.24391  0.367
H34 -2.39384 9.65028 1.19568  0.419
H35 -4.25742 8.00474 1.35260  0.428
H36 -4.20080 5.90895 -0.02838  0.426
H37 -2.22971 5.47071 -1.51941  0.430
C18 1.89813 -6.58636 2.31266  -1.172
C19 1.11687 -6.04395 3.49166  -0.356
N1 0.85241 -4.58554 3.47713  0.303
C20 -0.51467 -4.16946 3.85556  -0.272
C21 -0.64823 -3.31880 5.11025  -1.231
C22 1.97533 -3.79753 3.73635  0.119
O2 3.06518 -4.30920 3.98170  -0.624
C23 1.92572 -2.29588 3.59715  -0.387
C24 2.88461 -1.47308 4.21787  -0.614
C25 2.93513 -0.11969 3.89592  -0.922
C26 1.99710 0.39007 2.97649  -0.570
N2 1.13416 -0.39007 2.33767  0.224
C27 1.08745 -1.69156 2.65039  0.701
H38 1.35453 -6.45085 1.37234  0.238
H39 2.04211 -7.65968 2.45176  0.405
H40 2.88788 -6.12906 2.23998  0.324
H41 0.14055 -6.53704 3.55065  0.406
H42 1.68769 -6.27768 4.40158  0.302
H43 -0.97877 -3.64037 3.00864  0.018
H44 -1.10195 -5.09061 3.98087  0.512
H45 -0.11025 -2.37296 5.02534  0.281
H46 -1.70340 -3.09015 5.30292  0.413
H47 -0.27940 -3.86005 5.98445  0.366
H48 3.57680 -1.92990 4.91471  0.552
H49 3.67231 0.56591 4.31154  0.458
H50 1.97400 1.45414 2.71765  0.380
H51 0.35978 -2.30146 2.09588  -0.034

**Net charge**: +3
**ΔE to the lowest compared entry with this formula, charge and spin**: 0.0 kcal per mole
**E_HOMO (spin up / spin down)**: -14.860 / -14.860 eV
**Electronic energy**: -2478.18891 hartree
**Frontier orbital gap (spin up / spin down)**: 7.130 / 3.036 eV
**E_LUMO (spin up / spin down)**: -7.73 / -11.82 eV
**2S+1**: 3

=====

DFT (ωB97M-V/def2-TZVPD) results for 3 unconnected molecules or ions with the total composition C27H51BBrClN3O4S in a non-equilibrium geometry.

Last column: Mulliken charge in e.
Cartesian coordinates (Å):
C1 3.81141 4.44137 -0.09278  -0.646
C2 3.59763 4.29112 1.51997  -0.495
C3 2.08840 3.75432 1.96736  -0.389
Br1 0.83247 5.24902 1.58379  -0.164
C4 1.69674 2.26995 1.48530  0.777
C5 2.93950 1.15846 1.62419  -0.728
C6 3.20519 0.65009 3.15723  0.360
C7 4.60365 -0.26687 3.09158  -1.007
O1 3.47557 1.70451 4.14144  -0.561
O2 0.79900 1.79199 2.58985  -1.018
B1 -0.22890 0.87037 2.04065  1.251
C8 -1.68396 1.55159 2.38566  0.460
C9 -1.91569 2.75725 3.52392  -0.246
C10 -3.45168 3.27022 3.69072  -0.216
N1 -4.71181 2.85799 3.01055  -0.553
C11 -4.57664 1.80531 1.96488  -0.243
C12 -3.11790 1.16662 1.63650  -0.357
O3 0.19246 0.65561 0.64499  -0.923
C13 0.92302 1.86792 0.13621  0.531
S1 1.90973 1.45885 -1.45012  -0.217
C14 -0.33018 2.70380 -0.49554  -0.804
C15 0.03963 3.65078 -1.78223  0.356
O4 0.75403 4.77800 -1.75268  -0.490
Cl1 -0.62918 3.13309 -3.47095  -0.229
H1 3.87992 3.39132 -0.60266  0.098
H2 4.88368 4.94490 -0.24411  0.366
H3 3.04369 5.18142 -0.57235  0.150
H4 4.36458 3.59366 2.06832  0.210
H5 3.74382 5.37407 2.00013  0.379
H6 2.15160 3.71491 3.16141  0.409
H7 2.71943 0.16733 0.99475  0.111
H8 3.96163 1.55974 1.20979  0.322
H9 2.36087 -0.10957 3.45670  0.207
H10 5.43731 0.48958 2.69624  0.326
H11 4.97188 -0.60299 4.15951  0.312
H12 4.54506 -1.13148 2.30540  0.051
H13 4.43970 1.97635 4.14642  0.346
H14 -0.30576 -0.17839 2.59699  -0.357
H15 -1.00576 3.16281 4.16282  0.208
H16 -3.59476 4.10603 4.53460  0.240
H17 -5.54622 1.45011 1.38551  0.216
H18 -3.06744 0.34758 0.77825  0.268
H19 1.51784 0.19275 -1.92342  0.141
H20 -1.10429 1.88936 -0.90044  0.335
H21 -0.95894 3.31140 0.31770  0.266
C16 -9.42814 0.14550 -2.90126  -1.440
C17 -8.13611 0.52198 -2.18156  -0.253
N2 -6.95995 -0.21939 -2.64665  0.104
C18 -5.79366 -0.06490 -1.77061  -0.713
C19 -5.18405 1.32676 -1.64638  -0.388
C20 -6.67402 -0.15097 -4.08159  -0.673
C21 -6.45228 1.22781 -4.69379  -0.935
H22 -9.61831 -0.93116 -2.83762  0.329
H23 -10.27471 0.66292 -2.43759  0.435
H24 -9.40835 0.43552 -3.95597  0.292
H25 -8.29194 0.30361 -1.11793  0.411
H26 -7.98890 1.60430 -2.26210  0.246
H27 -5.00948 -0.76832 -2.08252  0.304
H28 -6.08084 -0.39881 -0.76498  0.340
H29 -4.61110 1.59799 -2.53615  0.176
H30 -4.48475 1.34628 -0.80250  -0.125
H31 -5.93500 2.09832 -1.46187  0.236
H32 -7.50021 -0.63233 -4.61940  0.389
H33 -5.80551 -0.78143 -4.31154  0.317
H34 -7.18715 1.96254 -4.35489  0.232
H35 -6.53929 1.16255 -5.78456  0.371
H36 -5.45302 1.60825 -4.47913  0.271
C22 4.23873 -2.72654 -0.68042  -1.301
C23 4.88938 -4.05795 -1.04517  -0.387
N3 5.50669 -4.74801 0.09151  0.121
C24 6.36608 -5.86776 -0.30741  -0.697
C25 5.70326 -7.05527 -0.99608  -0.954
C26 4.63938 -5.00842 1.24279  -0.306
C27 3.37918 -5.83376 1.00679  -1.036
H37 4.95135 -2.05988 -0.18331  0.288
H38 3.88811 -2.22456 -1.58843  0.468
H39 3.37104 -2.86049 -0.02766  0.260
H40 5.66657 -3.83687 -1.78705  0.429
H41 4.14717 -4.68890 -1.54576  0.254
H42 6.91978 -6.23083 0.56930  0.344
H43 7.13979 -5.47576 -0.98044  0.404
H44 5.14572 -7.67332 -0.28849  0.218
H45 6.47280 -7.69822 -1.43875  0.397
H46 5.03275 -6.75106 -1.80301  0.269
H47 4.33847 -4.04414 1.67074  -0.043
H48 5.22482 -5.48143 2.04166  0.369
H49 2.83840 -5.52936 0.10701  0.225
H50 2.69484 -5.70773 1.85378  0.424
H51 3.60213 -6.89901 0.93702  0.278

**Net charge**: -1
**E_HOMO**: -5.465 eV
**Electronic energy**: -4981.54667 hartree
**Frontier orbital gap**: 7.760 eV
**E_LUMO**: 2.29 eV